{
  "formula": "C23H67O11S10",
  "method": "wB97M-V/def2-TZVPD",
  "e_above_lowest_kcal_mol": 18.9,
  "charge": -1,
  "fmax_ev_per_a": 5.61,
  "spin_multiplicity": 1,
  "total_energy_ha": -5725.6034,
  "elements": ["C", "C", "C", "O", "H", "H", "H", "H", "H", "H", "H", "C", "S", "O", "C", "H", "H", "H", "H", "H", "H", "C", "S", "O", "C", "H", "H", "H", "H", "H", "H", "C", "S", "O", "C", "H", "H", "H", "H", "H", "H", "C", "S", "O", "C", "H", "H", "H", "H", "H", "H", "C", "S", "O", "C", "H", "H", "H", "H", "H", "H", "C", "S", "O", "C", "H", "H", "H", "H", "H", "H", "C", "S", "O", "C", "H", "H", "H", "H", "H", "H", "C", "S", "O", "C", "H", "H", "H", "H", "H", "H", "C", "S", "O", "C", "H", "H", "H", "H", "H", "H", "C", "S", "O", "C", "H", "H", "H", "H", "H", "H"],
  "xyz": [[-0.468067, -11.908862, 14.663644], [0.907725, -11.205998, 14.508885], [1.063967, -10.098108, 15.616215], [1.829505, -12.193712, 14.879247], [-1.273782, -11.204919, 14.735585], [-0.429635, -12.516674, 15.599222], [-0.678340, -12.609827, 13.821626], [1.143520, -10.774748, 13.594192], [0.743459, -9.112235, 15.322687], [2.106000, -10.134953, 15.893472], [0.511548, -10.375881, 16.524979], [-3.683612, -11.974107, 17.100628], [-2.111222, -12.156232, 17.841073], [-2.304983, -11.426021, 19.141351], [-2.214807, -13.880594, 18.167399], [-4.378010, -12.448543, 17.798960], [-3.701361, -12.337763, 16.077465], [-3.901878, -10.877891, 17.038506], [-3.035542, -14.071569, 18.860537], [-1.342174, -14.191447, 18.474330], [-2.361994, -14.497107, 17.295901], [3.211499, -7.849128, 16.931247], [4.862702, -7.952961, 17.608086], [5.122944, -9.471747, 17.599925], [4.347153, -7.593634, 19.284857], [3.213306, -7.972834, 15.835017], [2.848802, -6.887114, 17.245279], [2.557151, -8.604020, 17.273784], [5.090817, -7.830686, 20.029264], [3.535235, -8.253475, 19.388412], [4.018401, -6.558829, 19.268347], [1.631481, -8.690494, 11.643083], [2.007571, -7.682074, 13.058685], [2.718217, -6.502578, 12.398653], [0.419508, -7.040459, 13.437775], [2.458472, -9.297551, 11.443203], [1.446314, -8.000686, 10.829519], [0.829572, -9.288724, 11.833603], [-0.227523, -6.871774, 12.508062], [0.660201, -6.187489, 14.009308], [-0.166517, -7.664063, 14.048389], [0.903495, -15.573816, 16.629063], [1.371943, -15.182728, 14.996489], [2.077532, -16.452178, 14.596424], [-0.269566, -15.319063, 14.363368], [0.349248, -14.658009, 17.054177], [1.726575, -15.883066, 17.273662], [0.274559, -16.402247, 16.529484], [-0.297799, -15.183066, 13.259216], [-0.865661, -14.566040, 14.826799], [-0.712884, -16.235194, 14.674798], [-2.134829, -8.113984, 18.658355], [-1.395663, -8.681427, 17.176973], [-2.446757, -8.684971, 16.040357], [-0.427251, -7.166476, 16.951623], [-2.880510, -8.769705, 19.090631], [-2.510982, -7.104796, 18.650673], [-1.301358, -7.984168, 19.385339], [0.199125, -6.921472, 17.870307], [-1.108356, -6.338165, 16.897790], [0.221428, -7.273979, 16.082723], [2.040952, -12.650765, 11.458632], [1.415400, -14.199810, 11.016880], [1.349021, -14.314959, 9.488558], [2.872774, -15.000434, 11.393256], [2.648050, -12.834850, 12.410843], [1.246800, -11.823741, 11.474976], [2.742995, -12.295506, 10.752079], [3.773065, -14.428371, 11.066937], [2.933225, -15.957570, 10.939050], [2.957413, -15.089980, 12.486156], [5.052247, -12.171316, 12.950424], [4.743605, -11.636865, 14.601567], [5.975923, -12.136717, 15.376229], [4.940172, -9.922331, 14.251183], [4.702368, -13.217991, 12.780563], [6.141914, -12.157351, 12.736731], [4.531710, -11.565192, 12.238416], [5.938645, -9.964380, 13.759584], [5.057594, -9.272319, 15.109803], [4.131222, -9.623605, 13.661088], [1.446933, -12.153956, 18.568248], [2.871319, -11.162130, 18.895423], [3.206219, -11.271559, 20.401410], [4.067553, -12.245309, 18.255415], [1.280210, -12.417493, 17.550452], [0.555258, -11.640520, 18.978644], [1.439928, -13.100517, 19.131785], [5.027370, -11.775685, 18.322045], [3.886657, -12.441393, 17.182138], [4.001701, -13.150644, 18.861396], [-4.301327, -9.906775, 14.039185], [-3.783009, -10.253868, 12.343344], [-4.629659, -9.489017, 11.276169], [-2.188421, -9.488078, 12.348971], [-3.665575, -10.421923, 14.700432], [-5.325676, -10.305773, 14.260299], [-4.205446, -8.833105, 14.329443], [-2.378221, -8.413223, 12.297729], [-1.680010, -9.787350, 11.463376], [-1.450612, -9.779172, 13.102222], [-3.636167, -13.394558, 9.631932], [-2.077378, -12.652665, 9.449651], [-2.469621, -11.195039, 9.374819], [-1.677396, -12.930649, 11.149089], [-4.300712, -12.910216, 10.336448], [-3.461392, -14.442144, 9.763980], [-4.233558, -13.221728, 8.729652], [-2.482090, -12.524353, 11.683874], [-0.856414, -12.238474, 11.332089], [-1.289056, -13.910853, 11.443465]],
  "forces_ev_per_a": [[0.3, -0.2, -0.8], [0.5, -2.6, 5.0], [-0.6, -1.0, -0.2], [-0.3, 0.4, -1.1], [-0.9, 0.5, 0.1], [0.2, 0.6, -0.7], [0.2, 0.5, 0.4], [0.0, 0.9, -2.5], [-0.1, 0.6, -0.2], [0.4, 0.3, -0.2], [0.1, -0.1, -0.3], [-1.0, 1.1, -0.4], [0.6, 1.3, 0.3], [0.3, -0.4, 0.0], [-4.4, 0.6, -1.3], [-0.2, 0.0, -0.4], [-0.1, -0.4, 0.0], [0.3, -0.8, 0.2], [0.2, 0.0, 0.2], [4.6, -1.4, 2.4], [-0.4, 0.2, -0.8], [0.4, 1.0, -1.1], [0.3, -3.0, -0.1], [0.3, 2.1, -0.1], [0.3, 0.6, -0.6], [0.3, 0.4, 0.4], [-0.4, 0.6, -0.3], [-0.3, -1.0, 0.9], [0.4, 0.2, -0.1], [-1.2, -0.8, 0.6], [0.0, 0.2, 0.4], [0.6, 1.8, 0.0], [1.5, 1.2, -1.2], [-0.3, -0.9, 0.9], [-1.5, -0.2, -2.2], [1.4, -0.8, -0.4], [-0.1, 0.1, -0.2], [-2.4, -1.7, 0.5], [1.2, 0.3, 1.2], [0.0, 1.4, 0.3], [-0.6, -1.2, 0.8], [-0.7, 2.4, 1.9], [1.8, -0.5, -0.8], [0.0, 0.0, -0.5], [-0.5, 0.4, -1.1], [0.8, -1.4, -0.4], [0.2, 0.5, -0.3], [-1.2, -1.3, 0.1], [0.2, -0.2, 0.8], [-0.4, 0.9, 0.2], [-0.1, -1.2, -0.1], [0.4, 0.8, 1.9], [-1.1, 0.1, -1.8], [1.5, 0.1, 1.7], [1.1, 0.1, 1.4], [0.1, -0.4, -0.2], [-0.5, 0.4, -0.8], [-0.3, -0.7, -0.3], [-0.6, -0.8, -1.1], [-0.5, 0.3, -0.6], [-0.2, 0.1, 0.2], [-0.3, 2.2, 1.9], [-1.1, -0.6, -2.9], [-0.5, 0.5, 1.5], [2.7, -0.1, 1.5], [-1.7, 0.9, -0.7], [1.0, -1.4, 0.6], [0.9, -0.1, -1.2], [-0.8, -0.2, -0.1], [-0.3, -0.9, -0.3], [-0.1, -0.3, -0.2], [0.7, -1.4, -1.1], [0.8, -1.9, 2.7], [-1.1, 0.9, -1.0], [2.9, -0.1, 0.2], [0.3, 0.7, 0.6], [-0.5, 0.2, 0.3], [-0.3, 0.5, -0.4], [-0.7, 0.8, -0.2], [-0.2, -0.5, 0.4], [-1.1, 0.6, -1.2], [-1.7, -0.8, 1.7], [0.7, 0.2, 2.2], [-1.0, 0.6, -1.5], [0.0, -0.9, -1.6], [0.3, 0.3, -1.2], [0.4, 0.1, -0.4], [0.6, 0.2, 0.1], [0.5, 0.3, 0.2], [0.0, 0.0, 0.4], [0.1, 0.0, -0.1], [-1.4, 1.4, -0.1], [-1.9, 0.0, -1.9], [1.5, -1.0, 2.6], [0.6, 0.9, 0.3], [1.2, -0.7, 0.6], [0.7, 0.5, -0.7], [-0.3, -0.7, -0.4], [0.2, 0.0, 0.2], [-0.1, -0.2, -1.3], [-0.8, 0.1, 0.7], [-1.7, -0.4, -1.4], [-0.6, 1.4, -0.3], [1.0, -0.4, 0.0], [2.2, 0.3, 0.0], [0.5, 0.0, 0.9], [-0.4, -0.8, 0.3], [0.5, -0.3, -0.4], [-1.2, 0.0, 1.1], [0.2, 0.0, 0.0], [-0.6, 0.0, -0.3]],
  "lowdin_charge": [-0.077, -0.563, -0.086, -0.385, 0.029, 0.043, 0.058, 0.056, 0.007, 0.049, 0.033, -0.268, 0.782, -0.537, -0.244, 0.061, 0.055, 0.061, 0.077, -0.031, 0.066, -0.284, 0.869, -0.575, -0.250, 0.035, 0.041, 0.009, 0.063, 0.012, 0.051, -0.228, 0.821, -0.556, -0.270, 0.030, 0.074, -0.008, 0.103, 0.036, -0.002, -0.270, 0.824, -0.563, -0.268, 0.060, 0.069, 0.021, 0.041, 0.014, 0.044, -0.293, 0.840, -0.550, -0.246, 0.048, 0.050, 0.074, 0.083, 0.050, 0.005, -0.296, 0.797, -0.547, -0.297, 0.052, 0.067, 0.045, 0.076, 0.054, 0.046, -0.283, 0.834, -0.555, -0.251, 0.048, 0.075, 0.028, 0.073, 0.019, 0.001, -0.294, 0.812, -0.571, -0.272, 0.015, 0.041, 0.067, 0.035, 0.047, 0.066, -0.277, 0.828, -0.555, -0.270, -0.028, 0.071, 0.063, 0.066, 0.018, 0.045, -0.301, 0.849, -0.548, -0.308, 0.060, 0.049, 0.061, -0.008, 0.022, 0.040]
}

{
  "formula": "C23H68O21",
  "method": "wB97M-V/def2-TZVPD",
  "e_above_lowest_kcal_mol": 0.0,
  "fmax_ev_per_a": 1.44,
  "smiles": "CC(C)O.OCCO.OCCO.OCCO.OCCO.OCCO.OCCO.OCCO.OCCO.OCCO.OCCO",
  "spin_multiplicity": 1,
  "total_energy_ha": -2497.0164,
  "elements": ["C", "C", "C", "O", "H", "H", "H", "H", "H", "H", "H", "H", "O", "C", "C", "O", "H", "H", "H", "H", "H", "H", "O", "C", "C", "O", "H", "H", "H", "H", "H", "H", "O", "C", "C", "O", "H", "H", "H", "H", "H", "H", "O", "C", "C", "O", "H", "H", "H", "H", "H", "H", "O", "C", "C", "O", "H", "H", "H", "H", "H", "H", "O", "C", "C", "O", "H", "H", "H", "H", "H", "H", "O", "C", "C", "O", "H", "H", "H", "H", "H", "H", "O", "C", "C", "O", "H", "H", "H", "H", "H", "H", "O", "C", "C", "O", "H", "H", "H", "H", "H", "H", "O", "C", "C", "O", "H", "H", "H", "H", "H", "H"],
  "xyz": [[1.231257, 0.179817, 1.338618], [0.309677, -0.653977, 0.450873], [0.951688, -0.966841, -0.891021], [-0.052610, -1.836875, 1.164723], [2.022064, -0.382570, 1.844180], [0.647174, 0.704098, 2.088162], [1.787006, 0.893780, 0.721671], [-0.544816, 0.011003, 0.252364], [0.239800, -1.460835, -1.558389], [1.814574, -1.632828, -0.796575], [1.321285, -0.035403, -1.327242], [-0.816604, -2.275432, 0.712399], [-2.328452, 0.565760, -4.243255], [-2.163248, -0.840677, -4.308796], [-0.729967, -1.198913, -4.616009], [-0.355421, -0.699029, -5.904119], [-2.145759, 0.949660, -5.107602], [-2.348094, -1.298843, -3.334909], [-2.864014, -1.286403, -5.021659], [-0.557766, -2.278843, -4.624467], [-0.120046, -0.750328, -3.820427], [0.280144, -1.296815, -6.299060], [2.273049, -3.541883, 2.872681], [2.713629, -4.604237, 1.999506], [1.565100, -5.239558, 1.238601], [1.006796, -4.378431, 0.247903], [1.987345, -2.805090, 2.315298], [3.481494, -4.264329, 1.295040], [3.173309, -5.306110, 2.705252], [0.786578, -5.606806, 1.920360], [1.947637, -6.155869, 0.774584], [0.591963, -3.576740, 0.649267], [0.453487, 4.488337, 2.271142], [-0.169008, 3.325584, 1.739346], [-1.662219, 3.535569, 1.555392], [-2.272612, 3.779776, 2.833738], [0.329616, 5.228217, 1.664802], [0.305542, 3.050859, 0.786320], [-0.033529, 2.505260, 2.443230], [-2.180872, 2.718193, 1.064002], [-1.791430, 4.451030, 0.957087], [-1.938784, 4.635064, 3.126198], [2.609262, 1.576747, -2.679658], [1.677012, 2.552345, -3.141331], [0.474360, 2.618883, -2.238721], [0.842434, 3.261703, -0.987067], [3.033115, 1.912291, -1.848519], [2.164149, 3.537752, -3.134597], [1.365580, 2.303051, -4.156095], [0.094438, 1.632606, -1.956719], [-0.401554, 3.132199, -2.648702], [0.300772, 4.034116, -0.829299], [-2.210876, -2.988431, -0.077234], [-2.089663, -3.677519, -1.301697], [-3.136772, -4.748715, -1.490351], [-4.378196, -4.125503, -1.825391], [-3.017890, -2.441419, -0.118999], [-2.161086, -2.946417, -2.110798], [-1.106190, -4.148211, -1.320099], [-3.235923, -5.369949, -0.596532], [-2.740033, -5.409003, -2.277586], [-5.084992, -4.635284, -1.419257], [-5.036700, -0.206193, 2.374224], [-3.990453, -0.751019, 3.207603], [-2.622119, -0.119230, 2.955269], [-2.402760, 1.039902, 3.739551], [-5.276335, 0.665598, 2.708570], [-4.258558, -0.579469, 4.255386], [-3.897276, -1.816943, 2.993525], [-2.528827, 0.006139, 1.863287], [-1.797683, -0.804865, 3.180747], [-2.613873, 1.865600, 3.277178], [4.898308, -2.765060, -3.390084], [3.816676, -1.944955, -2.913379], [3.114991, -1.232934, -4.047916], [3.885615, -0.201217, -4.621452], [5.621992, -2.182354, -3.648691], [3.068011, -2.627352, -2.503190], [4.230153, -1.231179, -2.192833], [2.125217, -0.856036, -3.752348], [2.839596, -1.994744, -4.792143], [3.592194, 0.628258, -4.210277], [-1.169409, 1.413523, 6.315532], [-0.066805, 2.231877, 5.898231], [0.946859, 1.495923, 5.050786], [1.670319, 0.509176, 5.800754], [-1.526330, 0.948862, 5.530257], [-0.482679, 3.073659, 5.313564], [0.396262, 2.633246, 6.801623], [1.638597, 2.201065, 4.587997], [0.389687, 0.952191, 4.276930], [1.173046, -0.309818, 5.748753], [5.896896, 4.589701, 0.432119], [5.522742, 3.343807, 0.990067], [4.034441, 3.103653, 0.961063], [3.633480, 2.838166, -0.359267], [5.359881, 4.713711, -0.360964], [6.028666, 2.505080, 0.487143], [5.911331, 3.317447, 2.008095], [3.541723, 3.980893, 1.387500], [3.854898, 2.233357, 1.603108], [2.687633, 3.097733, -0.437021], [-4.401520, -1.131712, -0.262737], [-4.727455, -0.182919, -1.257001], [-3.903264, 1.071779, -1.157721], [-2.553338, 0.909550, -1.507646], [-4.566209, -0.721967, 0.606819], [-4.569471, -0.661240, -2.225292], [-5.801083, 0.033054, -1.225296], [-3.973579, 1.522912, -0.167334], [-4.341603, 1.806748, -1.852275], [-2.514740, 0.869068, -2.491345]],
  "forces_ev_per_a": [[0.4, -0.2, -0.2], [0.6, 0.3, 0.0], [0.2, -0.1, 0.1], [-0.4, 0.0, -0.2], [-0.3, -0.3, 0.0], [0.1, 0.0, 0.1], [-0.3, 0.2, 0.1], [-0.3, -0.5, 0.0], [0.0, 0.1, 0.0], [-0.1, 0.0, 0.2], [-0.2, -0.2, -0.2], [0.1, 0.5, 0.2], [-0.2, 0.1, 0.3], [0.4, -0.8, -0.4], [0.4, -0.1, -0.5], [-0.3, 0.4, 0.3], [0.1, -0.1, 0.0], [-0.4, 0.5, 0.1], [0.1, 0.1, -0.1], [-0.3, 0.0, 0.4], [0.1, 0.0, -0.2], [0.1, 0.0, 0.0], [0.2, -0.1, -0.8], [-0.3, 0.3, 0.9], [-0.1, -0.1, 0.2], [0.0, 0.2, 0.1], [-0.1, -0.1, 0.1], [-0.1, 0.1, 0.0], [-0.1, -0.2, -0.4], [0.1, 0.3, 0.2], [0.0, 0.3, -0.5], [0.6, -0.7, 0.0], [-0.1, 0.1, 0.3], [-0.2, -0.5, -0.6], [0.4, 1.1, 0.6], [-0.2, -0.2, -0.6], [0.1, -0.1, 0.0], [-0.4, -0.2, 0.8], [0.2, 0.3, 0.2], [0.1, -0.2, 0.0], [-0.2, -0.2, -0.3], [0.0, -0.2, 0.3], [0.1, 0.4, 0.4], [0.2, 0.2, 0.4], [-0.8, 0.0, 0.8], [0.5, -0.2, -0.7], [-0.1, -0.5, -0.9], [-0.2, -0.1, -0.3], [0.1, -0.2, 0.0], [0.3, -0.1, -0.2], [0.4, 0.2, -0.3], [-0.1, 0.2, -0.3], [-0.2, 0.2, 0.4], [0.0, -0.2, 0.1], [0.3, 0.0, -0.2], [0.2, -0.4, 0.0], [0.0, 0.1, 0.0], [0.0, -0.2, -0.3], [0.1, 0.1, 0.1], [0.1, 0.2, 0.1], [-0.5, 0.1, -0.2], [0.0, 0.1, -0.1], [0.4, -0.1, 0.0], [0.4, 0.4, 0.2], [0.0, -0.4, -0.4], [-0.1, 0.2, -0.4], [0.1, -0.1, 0.0], [0.1, -0.3, -0.1], [-0.4, 0.0, 0.0], [0.0, 0.5, 0.2], [-0.3, -0.2, 0.3], [0.1, -0.1, 0.2], [-0.3, 0.2, 0.1], [0.3, -0.3, -0.6], [-0.7, -0.1, -0.1], [0.0, 0.2, -0.2], [-0.2, 0.0, 0.0], [0.3, 0.0, 0.5], [-0.5, -0.1, 0.2], [0.3, 0.1, 0.5], [0.6, 0.1, -0.2], [0.2, -0.3, 0.1], [0.5, -0.4, -0.2], [-0.9, 0.2, -0.2], [-0.4, -0.9, 0.4], [0.1, 0.5, -0.3], [0.1, 0.7, 0.4], [0.3, -0.1, 0.1], [0.0, -0.1, 0.0], [0.1, -0.1, 0.1], [0.1, 0.4, -0.3], [0.0, 0.0, 0.1], [-0.2, 0.0, -0.2], [0.4, -0.3, -0.1], [0.8, -0.3, 1.1], [-1.2, 0.5, -0.7], [0.2, 0.0, 0.0], [-0.1, 0.1, -0.2], [-0.2, 0.2, 0.1], [-0.2, 0.0, -0.1], [-0.3, 0.0, 0.0], [0.5, -0.1, 0.1], [0.2, -0.2, 0.4], [-0.2, -0.4, 0.0], [-0.5, 0.8, -0.9], [0.5, -0.2, -0.3], [-0.2, -0.1, -0.1], [0.2, 0.0, 0.0], [0.0, 0.3, 0.1], [0.1, -0.2, 0.2], [-0.2, 0.0, 0.2], [0.1, 0.1, 0.7]],
  "lowdin_charge": [-0.024, -0.451, -0.034, -0.081, 0.092, 0.040, 0.070, 0.123, 0.076, 0.080, 0.055, 0.056, -0.069, -0.225, -0.238, -0.060, 0.109, 0.094, 0.134, 0.131, 0.096, 0.083, -0.079, -0.230, -0.247, -0.090, 0.049, 0.119, 0.119, 0.120, 0.116, 0.050, -0.052, -0.244, -0.202, -0.075, 0.087, 0.085, 0.092, 0.109, 0.123, 0.095, -0.091, -0.205, -0.178, -0.116, 0.074, 0.131, 0.128, 0.102, 0.131, 0.088, -0.078, -0.229, -0.231, -0.057, 0.069, 0.102, 0.116, 0.127, 0.118, 0.086, -0.081, -0.189, -0.222, -0.073, 0.100, 0.127, 0.126, 0.115, 0.122, 0.061, -0.071, -0.236, -0.274, -0.062, 0.082, 0.112, 0.124, 0.087, 0.121, 0.058, -0.086, -0.235, -0.244, -0.058, 0.053, 0.110, 0.122, 0.120, 0.091, 0.081, -0.056, -0.253, -0.243, -0.091, 0.081, 0.124, 0.123, 0.129, 0.120, 0.062, -0.082, -0.221, -0.254, -0.084, 0.052, 0.120, 0.125, 0.107, 0.126, 0.044]
}